[1]
Formula: C44H52BrF6N3O3PV
Source: the OMol25 dataset
Level of theory: ωB97M-V with the def2-TZVPD basis set

As for the total charge: +1. Its total energy is -6556.3297 Ha. For the energy above the lowest of the compared OMol25 structures with the same formula, charge and spin, the calculation gives 22.6 kcal per mole. Its expectation value of S² is 0.77. The spin multiplicity is 2.

Positions of all 111 atoms, in Å:
Br (2.222, -1.793, -1.137)
V (0.427, 0.396, -0.010)
P (-1.666, 1.809, -0.516)
F (1.014, 3.077, 1.038)
F (-4.620, 1.421, 7.139)
F (1.119, 1.617, 2.600)
F (-3.008, 2.775, 7.633)
F (-4.721, 3.492, 6.530)
F (2.666, 1.682, 1.116)
O (0.706, -0.856, 1.222)
O (1.235, 1.281, -1.333)
O (1.013, 3.429, -1.804)
N (-1.949, 1.574, 2.968)
N (-1.491, -1.697, -0.318)
N (-0.436, -0.679, -2.513)
C (-3.953, -2.971, -0.232)
C (1.518, -1.875, 1.610)
C (-1.299, -1.363, -5.063)
C (-3.618, 1.049, 4.606)
C (4.216, -5.600, 3.904)
C (3.870, -6.365, 1.563)
C (-3.451, -2.482, -1.427)
C (-3.307, 1.164, -0.064)
C (-3.204, 2.117, 5.384)
C (0.779, -1.977, 4.164)
C (2.473, -3.451, 3.124)
C (3.846, 1.565, -2.852)
C (0.255, -0.327, -3.594)
C (-1.542, -1.405, -2.682)
C (-1.563, 2.594, 3.734)
C (0.931, 3.235, -4.713)
C (4.693, 1.345, -3.931)
C (-3.185, -2.852, 0.913)
C (1.574, -2.395, 2.912)
C (-2.203, -1.868, -1.435)
C (-0.131, -0.641, -4.887)
C (-1.964, -2.202, 0.815)
C (5.297, 1.440, -6.366)
C (-1.863, 2.028, -2.315)
C (-2.956, 0.822, 3.410)
C (5.680, -4.714, 2.101)
C (-1.673, 3.509, 0.108)
C (1.331, 1.793, 1.286)
C (2.333, -2.455, 0.623)
C (1.775, -1.516, 5.241)
C (3.196, -3.493, 0.874)
C (-2.010, -1.760, -3.944)
C (-3.893, 2.447, 6.683)
C (-2.157, 2.908, 4.945)
C (4.354, 1.702, -5.228)
C (4.363, 1.232, -1.480)
C (3.287, -4.015, 2.160)
C (-0.007, -3.199, 4.673)
C (4.252, -5.163, 2.440)
C (1.594, 2.402, -2.014)
C (3.127, 2.320, -5.434)
C (2.604, 2.172, -3.090)
C (2.249, 2.579, -4.391)
C (-0.224, -0.844, 3.976)
H (-2.581, 3.997, -0.250)
H (-2.464, 1.214, -2.718)
H (3.230, -5.969, 4.193)
H (6.383, -5.526, 2.297)
H (-0.910, 2.057, -2.830)
H (5.779, -4.436, 1.051)
H (2.528, -3.848, 4.125)
H (-1.643, -1.630, -6.053)
H (-4.426, 0.404, 4.922)
H (3.793, -3.891, 0.065)
H (6.259, 1.924, -6.190)
H (-0.990, -1.080, 3.242)
H (0.103, 2.529, -4.600)
H (-0.798, 4.029, -0.274)
H (0.478, -0.327, -5.724)
H (0.730, 4.089, -4.070)
H (2.446, -2.315, 5.557)
H (5.487, 0.371, -6.475)
H (-1.662, 3.513, 1.194)
H (2.847, -6.686, 1.767)
H (-3.517, -3.250, 1.862)
H (3.947, -6.131, 0.500)
H (-0.729, 3.182, 3.368)
H (-1.800, 3.744, 5.531)
H (4.897, 1.812, -7.308)
H (4.538, -7.203, 1.768)
H (2.848, 2.621, -6.437)
H (4.921, 2.081, -1.078)
H (-4.029, -2.580, -2.335)
H (2.381, -0.686, 4.874)
H (4.497, -4.787, 4.577)
H (-0.596, -2.913, 5.547)
H (3.576, 0.993, -0.777)
H (-0.692, -3.567, 3.905)
H (4.928, -6.413, 4.055)
H (1.167, 0.230, -3.422)
H (-2.901, -2.359, -4.056)
H (-3.524, 1.380, 0.976)
H (-2.383, 2.972, -2.486)
H (1.228, -1.174, 6.122)
H (0.928, 3.571, -5.748)
H (5.045, 0.384, -1.531)
H (-3.242, -0.020, 2.788)
H (-4.047, 1.668, -0.688)
H (-3.373, 0.092, -0.238)
H (-0.732, -0.668, 4.927)
H (-4.922, -3.450, -0.203)
H (-1.329, -2.084, 1.680)
H (0.254, 0.077, 3.673)
H (5.972, -3.855, 2.708)
H (0.640, -4.025, 4.965)
H (5.658, 0.886, -3.743)

Mulliken atomic charge list, values in e, 6 entries:
1. Br 0.00
2. V 0.23
3. P 1.75
4. F -0.18
5. F -0.27
6. F -0.25

[2]
Formula: C44H52N2O3Sb2SiTaTe
Source: the OMol25 dataset
Level of theory: ωB97M-V with the def2-TZVPD basis set

As for the total charge: +3. Its total energy is -3137.3112 Ha.

Positions of all 106 atoms, in Å:
Ta (0.532, 0.198, -0.731)
Te (0.037, 0.805, 2.093)
Sb (-1.168, 0.758, -3.135)
Sb (-1.796, -1.617, -0.625)
Si (0.655, 3.773, -0.324)
O (1.185, -1.615, -0.278)
O (1.957, 0.492, -2.380)
O (0.384, 2.054, -0.644)
N (2.553, 0.445, 0.066)
N (3.177, -0.147, 1.005)
C (3.374, -1.827, 2.693)
C (-4.655, 1.962, 2.680)
C (2.345, -3.982, 2.179)
C (-1.040, 4.527, -0.279)
C (-4.962, -2.127, -5.029)
C (1.182, -0.255, 4.616)
C (1.838, -2.122, 0.770)
C (-4.328, -0.944, -4.685)
C (-4.274, -1.621, -2.375)
C (3.061, 1.316, -2.052)
C (4.225, -1.053, 3.490)
C (1.548, 3.919, 1.303)
C (-1.258, -2.834, -2.288)
C (-3.656, 2.905, 2.868)
C (-5.259, -3.060, -4.048)
C (1.724, -3.488, 1.061)
C (-4.332, 0.664, 2.302)
C (-3.906, -1.384, -0.944)
C (3.356, 1.342, -0.700)
C (0.690, -2.301, 5.781)
C (-3.006, 0.314, 2.096)
C (3.767, -3.727, 4.173)
C (4.596, -2.954, 4.943)
C (-4.919, -2.803, -2.728)
C (4.436, 2.080, -0.239)
C (-2.324, 2.559, 2.669)
C (-3.968, -0.680, -3.366)
C (-1.159, 2.835, -3.528)
C (0.254, -0.603, 3.639)
C (2.705, -1.296, 1.528)
C (-1.840, -3.168, 0.818)
C (-2.007, 1.266, 2.272)
C (4.888, 2.736, -2.520)
C (1.397, -1.111, 5.686)
C (5.189, 2.788, -1.162)
C (-3.315, 0.618, -3.017)
C (1.724, 4.421, -1.705)
C (-0.245, -2.636, 4.810)
C (-0.464, -1.787, 3.736)
C (-0.836, -0.013, -5.087)
C (3.815, 1.990, -2.989)
C (4.830, -1.615, 4.591)
C (3.147, -3.179, 3.030)
C (2.199, -0.422, -3.500)
H (4.409, -0.017, 3.238)
H (5.083, -3.373, 5.812)
H (-5.178, -3.524, -1.961)
H (-3.602, 1.389, -3.737)
H (-1.752, 0.171, -5.646)
H (-0.204, 3.311, -3.336)
H (0.855, -2.961, 6.622)
H (0.885, 3.942, 2.168)
H (3.590, -4.766, 4.422)
H (-1.465, 4.682, -1.270)
H (-0.021, 0.531, -5.561)
H (2.293, 3.139, 1.465)
H (-1.088, -2.265, -3.200)
H (-0.628, -1.080, -5.100)
H (2.112, -0.841, 6.452)
H (2.083, 4.874, 1.279)
H (-2.595, -2.966, 1.575)
H (-4.147, -0.198, -5.451)
H (5.498, -1.018, 5.197)
H (-2.091, -3.513, -2.470)
H (-1.422, 2.954, -4.579)
H (1.444, 5.456, -1.918)
H (-0.972, 5.510, 0.195)
H (-0.873, -3.337, 1.279)
H (-1.210, -2.038, 3.000)
H (1.469, -1.224, -3.428)
H (-5.770, -3.978, -4.305)
H (-0.813, -3.553, 4.896)
H (-5.114, -0.076, 2.188)
H (-5.244, -2.309, -6.058)
H (-3.909, 3.907, 3.186)
H (1.661, 3.868, -2.641)
H (4.688, 2.077, 0.812)
H (-1.550, 3.297, 2.842)
H (-4.229, -0.422, -0.547)
H (1.140, -4.121, 0.408)
H (-4.334, -2.164, -0.312)
H (-5.689, 2.232, 2.847)
H (-1.932, 3.290, -2.912)
H (-1.741, 3.931, 0.309)
H (2.773, 4.422, -1.402)
H (2.234, -5.032, 2.424)
H (-3.598, 0.995, -2.033)
H (6.033, 3.375, -0.825)
H (-2.759, -0.713, 1.856)
H (-2.133, -4.063, 0.267)
H (5.499, 3.282, -3.226)
H (-0.361, -3.397, -2.035)
H (1.740, 0.672, 4.556)
H (3.592, 1.948, -4.046)
H (2.088, 0.122, -4.433)
H (3.204, -0.824, -3.403)

Mulliken atomic charge list, values in e, 6 entries:
1. Ta -1.03
2. Te -0.21
3. Sb 0.43
4. Sb 0.94
5. Si 1.22
6. O 0.10